Molecular formula: C49H44NO4P2S4Tb
Method: DFT, ωB97M-V/def2-TZVPD

```
105
Properties=species:S:1:pos:R:3
Tb 14.473 12.937 13.775
O 17.737 11.934 14.262
C 18.430 12.129 15.473
C 19.739 12.639 15.454
C 20.411 12.793 16.666
C 19.799 12.349 17.821
C 18.425 11.993 17.869
C 17.705 11.874 16.669
P 15.988 11.402 16.621
C 15.311 11.953 18.246
C 15.634 13.252 18.705
C 14.770 13.818 19.632
C 13.794 13.059 20.312
C 13.537 11.760 19.941
C 14.267 11.184 18.836
C 16.220 9.652 17.117
C 16.620 9.370 18.436
C 16.695 8.093 18.921
C 16.125 7.123 18.110
C 15.840 7.335 16.754
C 15.794 8.653 16.289
C 18.396 11.185 13.320
C 19.417 10.287 13.670
C 20.127 9.727 12.596
C 19.830 9.951 11.267
C 18.674 10.744 10.919
C 17.993 11.385 11.930
P 16.633 12.438 11.595
C 17.321 13.923 10.929
C 17.459 15.065 11.711
C 17.784 16.287 11.140
C 18.098 16.370 9.818
C 18.118 15.257 8.990
C 17.823 14.001 9.610
C 15.753 11.742 10.110
C 15.179 12.483 9.032
C 14.386 11.895 8.049
C 14.177 10.507 8.093
C 14.575 9.805 9.238
C 15.363 10.399 10.237
H 20.210 12.969 14.532
H 21.399 13.256 16.703
H 20.374 12.253 18.705
H 17.986 11.841 18.800
H 16.498 13.835 18.323
H 14.974 14.859 19.849
H 13.186 13.605 21.049
H 12.728 11.231 20.414
H 13.987 10.192 18.496
H 16.747 10.231 19.099
H 17.200 7.898 19.838
H 16.002 6.147 18.591
H 15.678 6.495 16.113
H 15.281 8.935 15.351
H 19.635 10.151 14.713
H 21.043 9.176 12.904
H 20.484 9.583 10.488
H 18.374 10.880 9.854
H 17.285 15.066 12.790
H 17.711 17.185 11.701
H 18.313 17.377 9.470
H 18.526 15.352 8.002
H 17.828 13.115 8.993
H 15.306 13.556 9.034
H 13.969 12.472 7.277
H 13.732 9.983 7.269
H 14.326 8.747 9.261
H 15.684 9.737 11.037
S 13.467 15.686 17.441
C 13.925 14.722 16.136
S 15.576 14.602 15.671
S 12.554 14.097 15.196
C 13.023 17.659 12.335
C 12.425 16.505 11.516
C 12.325 16.957 10.072
C 11.133 16.045 12.178
C 13.291 15.352 11.752
N 14.043 14.515 12.078
H 12.422 18.534 12.277
H 13.999 17.991 12.006
H 13.048 17.448 13.436
H 11.577 17.764 9.927
H 12.118 16.237 9.323
H 13.277 17.453 9.771
H 10.377 16.825 12.130
H 11.281 15.822 13.245
H 10.725 15.152 11.695
C 6.923 9.292 14.536
C 8.320 9.734 14.239
C 9.310 9.499 15.214
C 10.638 9.721 15.032
C 11.029 10.225 13.774
C 10.106 10.457 12.776
C 8.730 10.301 13.050
S 12.728 10.607 13.301
O 13.230 9.584 12.433
O 12.735 11.915 12.561
O 13.545 10.849 14.531
H 6.426 9.978 15.249
H 6.854 8.319 15.020
H 6.279 9.402 13.678
H 9.034 9.047 16.177
H 11.418 9.445 15.752
H 10.420 10.754 11.768
H 8.045 10.570 12.261
```

Calculated values
energy relative to the best compared isomer or geometry (same formula, charge and spin): 0.0 kJ/mol
spin multiplicity: 7
LUMO (alpha / beta): 0.25 / 0.26 eV
molecular weight: 1060.0 g/mol
F_max: 3.5 eV/A
HOMO-LUMO gap (alpha / beta): 0.249 / 0.249 hartree
total charge: 0
calculated total energy: -5349.28642 Ha